Density functional theory data (ωB97M-V/def2-TZVPD) for a 22-piece molecular cluster, C78H212N12O22 overall at a distorted geometry.

E_tot in hartree: -5410.96879

Geometry as ORCA input:
```
! RIJCOSX wB97M-V def2-TZVPD def2/J DEFGRID3
* xyz 0 1
C -4.36192 -35.89479 -9.69113
C -5.50084 -35.03882 -10.24163
C -5.39373 -34.90893 -11.75188
O -6.66513 -34.39612 -12.18632
C -6.86796 -34.23917 -13.56993
N -6.71968 -35.70122 -9.87038
H -3.46386 -35.29296 -9.83034
H -4.23534 -36.79524 -10.29218
H -4.42887 -36.13186 -8.62934
H -5.61442 -34.10885 -9.68454
H -5.21663 -35.81038 -12.33850
H -4.54784 -34.23030 -11.86158
H -7.93786 -34.06736 -13.68780
H -6.66313 -35.11788 -14.18148
H -6.36196 -33.36063 -13.97023
H -7.36772 -35.30452 -10.53579
H -6.62521 -36.64755 -10.21041
C -16.16134 -27.38085 -7.69378
C -14.85480 -26.87952 -8.39283
C -13.56391 -27.22347 -7.61362
O -12.42944 -26.68474 -8.22074
C -11.20531 -27.12217 -7.72873
N -14.87918 -27.50693 -9.70774
H -16.27316 -28.45340 -7.85261
H -17.08390 -26.86975 -7.96897
H -16.11075 -27.19093 -6.62163
H -14.90771 -25.79504 -8.48872
H -13.56306 -28.30640 -7.48978
H -13.55877 -26.84688 -6.59075
H -10.42716 -26.36234 -7.80108
H -11.01437 -28.11181 -8.14376
H -11.24062 -27.27258 -6.64973
H -14.22545 -28.27527 -9.65898
H -14.43972 -26.78080 -10.25520
C -14.37785 -29.58565 -14.66611
C -15.48112 -29.08788 -15.61785
C -16.92462 -29.58336 -15.23486
O -17.93468 -29.16300 -16.17269
C -19.18920 -29.65052 -15.69690
N -15.33158 -27.65308 -15.64605
H -14.54494 -30.63579 -14.42654
H -14.55688 -29.14037 -13.68745
H -13.39803 -29.34254 -15.07716
H -15.17722 -29.41804 -16.61120
H -17.15330 -29.28705 -14.21113
H -16.94968 -30.66819 -15.33791
H -19.09744 -30.71090 -15.46173
H -19.91161 -29.43678 -16.48464
H -19.46783 -29.03774 -14.83960
H -15.37483 -27.39839 -14.66965
H -16.22332 -27.33481 -15.99760
C -0.99162 -32.76744 -12.80824
C -1.71500 -32.05472 -13.99253
C -2.85648 -32.93302 -14.58987
O -2.38127 -33.96652 -15.45169
C -3.34655 -34.80391 -15.97526
N -2.21079 -30.79256 -13.54691
H -1.59616 -32.88788 -11.90928
H -0.19314 -32.11577 -12.45345
H -0.59095 -33.70660 -13.18976
H -0.99038 -31.96201 -14.80149
H -3.52537 -32.34044 -15.21398
H -3.42883 -33.34628 -13.75937
H -2.86414 -35.48106 -16.68013
H -4.13221 -34.30775 -16.54507
H -3.76986 -35.52091 -15.27183
H -2.92064 -30.37550 -14.13195
H -2.70077 -30.98742 -12.68549
C -8.96557 -31.11586 -11.95364
C -7.67161 -30.48558 -11.50380
C -7.90813 -29.38403 -10.35601
O -8.24480 -28.13345 -10.89572
C -8.19391 -27.06430 -9.97426
N -6.91270 -31.59473 -11.02412
H -9.68412 -31.41192 -11.18936
H -8.73895 -31.96423 -12.59940
H -9.52142 -30.36947 -12.52112
H -7.12067 -30.13427 -12.37624
H -6.92207 -29.31089 -9.89729
H -8.76398 -29.59213 -9.71388
H -8.90759 -27.26135 -9.17431
H -8.55234 -26.14650 -10.44038
H -7.19001 -26.82667 -9.62234
H -7.19306 -31.78527 -10.07271
H -7.19230 -32.44538 -11.49137
C -11.30146 -27.92009 -12.98837
C -12.15391 -27.98377 -11.67795
C -11.78806 -29.22218 -10.81536
O -12.80239 -29.33976 -9.84719
C -12.86463 -30.62499 -9.19029
N -11.81489 -26.75357 -10.95799
H -10.23657 -28.03834 -12.78805
H -11.39788 -27.04884 -13.63622
H -11.67884 -28.77045 -13.55633
H -13.21369 -27.98203 -11.93283
H -10.83697 -28.93209 -10.36885
H -11.67627 -30.06542 -11.49695
H -13.72306 -30.77579 -8.53572
H -11.90554 -30.74132 -8.68558
H -13.08183 -31.34602 -9.97834
H -10.85657 -26.92295 -10.68773
H -12.19382 -26.80010 -10.02292
C -11.43676 -30.10764 -5.32814
C -10.79478 -29.15775 -4.29577
C -11.36616 -29.13219 -2.86253
O -12.78342 -28.84135 -2.60567
C -13.13263 -27.49448 -2.90214
N -9.33801 -29.45233 -4.25828
H -11.69314 -31.07368 -4.89322
H -10.78410 -30.25145 -6.18921
H -12.34173 -29.67812 -5.75783
H -10.85346 -28.12562 -4.64127
H -10.72170 -28.49420 -2.25775
H -11.18001 -30.12522 -2.45347
H -13.07370 -27.45151 -3.98969
H -12.37574 -26.82720 -2.48990
H -14.12686 -27.28822 -2.50578
H -9.01186 -29.74831 -5.16720
H -9.09998 -30.32002 -3.79941
C -7.75847 -33.40297 -7.12160
C -8.47382 -32.09807 -7.14785
C -7.57003 -30.88157 -6.80884
O -8.25915 -29.61714 -7.01405
C -7.42994 -28.51569 -6.80612
N -9.12487 -31.91282 -8.46929
H -7.35308 -33.51536 -6.11606
H -6.91617 -33.40008 -7.81343
H -8.36037 -34.24140 -7.47211
H -9.34466 -32.10783 -6.49237
H -6.69407 -31.02672 -7.44108
H -7.33559 -30.89274 -5.74441
H -7.96922 -27.58974 -7.00584
H -6.51861 -28.55537 -7.40278
H -7.08667 -28.51781 -5.77159
H -9.83280 -32.63308 -8.45777
H -9.59498 -31.02409 -8.56549
C -4.32029 -28.06742 -15.82957
C -3.44356 -26.81912 -16.00842
C -2.01135 -26.86886 -15.27991
O -1.35580 -25.64135 -15.13325
C -0.00986 -25.74826 -14.66444
N -3.20007 -26.66352 -17.40033
H -5.24526 -27.94997 -16.39413
H -4.63259 -28.11547 -14.78637
H -3.81272 -28.96549 -16.18160
H -3.99783 -25.96489 -15.61961
H -1.37474 -27.67638 -15.64147
H -2.25063 -27.27061 -14.29531
H -0.09774 -26.04279 -13.61866
H 0.49779 -24.79709 -14.82462
H 0.54396 -26.40187 -15.33836
H -2.65463 -25.81640 -17.47091
H -2.55846 -27.40475 -17.64328
C -4.07992 -30.92929 -5.18101
C -3.42610 -29.79582 -4.42695
C -3.02133 -28.65061 -5.38961
O -1.88501 -28.98979 -6.13531
C -1.47653 -27.86304 -6.89692
N -4.34079 -29.37244 -3.42253
H -3.35906 -31.66396 -5.53980
H -4.55910 -30.54860 -6.08298
H -4.79397 -31.50954 -4.59659
H -2.51704 -30.13230 -3.92844
H -2.86879 -27.73884 -4.81208
H -3.84742 -28.42360 -6.06351
H -1.42783 -26.92151 -6.34988
H -2.15415 -27.68293 -7.73148
H -0.50162 -28.18395 -7.26389
H -5.17774 -29.05657 -3.89139
H -3.90170 -28.58035 -2.97543
C -6.08079 -18.77126 -13.09768
C -7.04836 -18.76782 -11.89453
C -7.75488 -20.10509 -11.62067
O -8.51198 -20.54345 -12.73533
C -8.81840 -21.92590 -12.74976
N -6.26530 -18.29935 -10.77846
H -5.48868 -17.85623 -13.11301
H -6.72038 -18.78244 -13.98023
H -5.37452 -19.60064 -13.05977
H -7.71294 -17.95165 -12.17787
H -8.30674 -20.08654 -10.68087
H -6.99336 -20.87794 -11.51627
H -9.20899 -22.35918 -11.82899
H -7.88174 -22.44338 -12.95711
H -9.42511 -22.18480 -13.61751
H -6.83630 -18.36941 -9.94831
H -6.08624 -17.30863 -10.85916
C -7.73825 -30.02564 -15.77374
C -8.46177 -28.64835 -15.80868
C -7.99348 -27.69061 -14.69812
O -8.52371 -26.42520 -14.74521
C -7.86524 -25.55075 -13.80510
N -8.39634 -27.97380 -17.08540
H -7.90902 -30.44298 -14.78139
H -6.67613 -29.83491 -15.92743
H -8.02532 -30.74799 -16.53788
H -9.52325 -28.80088 -15.61352
H -6.91721 -27.56886 -14.82026
H -8.14715 -28.07222 -13.68874
H -7.70467 -25.95672 -12.80635
H -8.44955 -24.63723 -13.69480
H -6.89284 -25.27401 -14.21247
H -8.66733 -27.02270 -16.88024
H -7.40998 -27.83073 -17.24884
C -6.00902 -25.99911 -3.25753
C -7.31894 -26.73252 -3.02365
C -8.48596 -26.26671 -3.90514
O -7.10644 -28.08300 -3.28800
H -6.08632 -24.93005 -3.05945
H -5.64662 -26.07462 -4.28275
H -5.19508 -26.42036 -2.66749
H -7.64566 -26.60287 -1.99189
H -9.43450 -26.63978 -3.51890
H -8.29058 -26.50634 -4.95037
H -8.46640 -25.18041 -3.81759
H -7.94874 -28.41660 -3.60555
C -11.56056 -37.30799 -12.40349
C -11.29089 -36.41584 -11.20392
C -9.86216 -36.20015 -10.70360
O -11.74026 -35.08072 -11.57535
H -12.60774 -37.25111 -12.70060
H -11.22746 -38.25263 -11.97359
H -10.92684 -37.06367 -13.25601
H -11.81455 -36.64340 -10.27544
H -9.32989 -37.12030 -10.46253
H -9.82240 -35.47610 -9.88980
H -9.32055 -35.70909 -11.51206
H -12.53416 -35.22490 -12.09547
C -4.18191 -26.12371 -8.94891
C -3.47557 -26.26881 -10.33333
C -4.43835 -26.61599 -11.41481
O -3.00005 -25.00539 -10.55093
H -4.60738 -27.05240 -8.56865
H -4.98553 -25.40165 -9.09355
H -3.42682 -25.74405 -8.26058
H -2.70618 -27.03817 -10.39829
H -5.30615 -25.96206 -11.32882
H -4.71469 -27.66707 -11.33131
H -3.96322 -26.54719 -12.39340
H -3.13065 -24.87010 -11.49233
C -13.31741 -23.76740 -10.49978
C -13.39109 -23.74736 -12.02829
C -12.06872 -23.18535 -12.63034
O -13.47406 -25.08914 -12.43316
H -12.91710 -22.83402 -10.10397
H -12.58768 -24.48968 -10.13385
H -14.26899 -24.02920 -10.03713
H -14.27920 -23.21569 -12.36987
H -11.77121 -23.71703 -13.53417
H -11.26014 -23.34430 -11.91688
H -12.27191 -22.15382 -12.91801
H -12.79848 -25.58808 -11.96813
C -16.60951 -34.35318 -13.03797
C -15.05922 -34.14536 -13.18669
C -14.43357 -33.11416 -12.33242
O -14.38023 -35.38804 -12.91701
H -16.80126 -34.78025 -12.05364
H -17.02912 -35.08406 -13.72922
H -17.14752 -33.40605 -13.07796
H -14.84447 -33.80121 -14.19840
H -14.86167 -32.13277 -12.53657
H -13.36206 -33.03826 -12.51735
H -14.61410 -33.22762 -11.26347
H -14.87046 -36.04334 -13.41884
C -11.48146 -34.07579 -6.63834
C -11.92409 -34.48264 -8.02897
C -13.45950 -34.48904 -8.27526
O -11.28842 -33.70235 -9.00034
H -12.06626 -34.67395 -5.93954
H -11.73296 -33.02350 -6.50598
H -10.41623 -34.25391 -6.49121
H -11.63252 -35.51143 -8.24035
H -13.84437 -35.46193 -7.96952
H -13.76666 -34.21699 -9.28508
H -13.73078 -33.68849 -7.58707
H -11.47660 -34.00296 -9.89243
C -4.16179 -31.40043 -9.05870
C -3.68458 -30.29891 -10.03267
C -2.15972 -30.21267 -10.02674
O -4.09853 -30.65928 -11.28988
H -3.90299 -31.09646 -8.04444
H -3.61545 -32.31634 -9.28392
H -5.22397 -31.64514 -9.05784
H -4.13256 -29.35838 -9.71202
H -1.66344 -31.03571 -10.54094
H -1.86234 -30.10237 -8.98390
H -1.72466 -29.32335 -10.48275
H -5.02729 -30.89315 -11.22420
C -7.42096 -22.96423 -5.74945
C -6.00473 -22.76874 -5.09978
C -5.25659 -21.60466 -5.80721
O -6.00853 -22.52529 -3.76827
H -7.90432 -23.91718 -5.53417
H -7.35899 -23.01834 -6.83634
H -8.10662 -22.13605 -5.57030
H -5.49119 -23.72011 -5.23864
H -5.72630 -20.62270 -5.75049
H -5.05132 -21.84774 -6.84975
H -4.24672 -21.41501 -5.44350
H -5.13168 -22.49704 -3.37847
C -11.52833 -27.51939 -18.44237
C -11.45457 -28.92312 -17.88433
C -12.51268 -29.94615 -18.34775
O -10.26120 -29.57470 -18.16679
H -11.64162 -27.57147 -19.52522
H -10.60150 -26.99943 -18.20006
H -12.29576 -26.89202 -17.98899
H -11.50048 -28.87825 -16.79622
H -13.53903 -29.77055 -18.02546
H -12.29757 -30.94500 -17.96811
H -12.52581 -30.00906 -19.43586
H -9.54865 -29.00858 -17.86120
C -12.17006 -34.99762 -15.33173
C -11.62277 -33.96091 -16.25707
C -10.24111 -33.51465 -15.82082
O -11.46553 -34.46476 -17.58553
H -13.09689 -35.43212 -15.70630
H -12.41406 -34.54375 -14.37122
H -11.47517 -35.78588 -15.04214
H -12.39997 -33.19730 -16.22628
H -9.98187 -32.56126 -16.28121
H -9.48323 -34.28361 -15.97052
H -10.32628 -33.24935 -14.76703
H -10.98476 -33.77136 -18.04340
*
```

Here are the Mulliken charges for atoms 1 to 8, given in e: -1.7904 2.1804 -0.3188 0.0529 -0.7584 -0.6316 0.3666 0.4325